No. 1
Here is C30H29Cl3CrN5S2 as an isolated structure from the OMol25 dataset. Energies are from ωB97M-V/def2-TZVPD.

Each line ends with the Mulliken spin population.
Cartesian coordinates (Å):
Cr -0.572 0.125 -0.357  1.4530
C 2.457 -1.054 -0.687  0.0192
N 1.159 -1.473 -0.137  -0.0585
C 0.729 -2.651 -0.918  0.0104
C -0.712 -3.044 -0.633  -0.0060
N -1.612 -2.123 -1.328  -0.0482
C -2.985 -2.263 -0.834  0.0044
C -1.666 -2.402 -2.751  0.0209
C -1.900 -3.680 -3.240  -0.0006
C -2.101 -3.905 -4.589  -0.0020
C -2.062 -2.844 -5.482  -0.0002
C -1.806 -1.575 -5.018  -0.0024
C -1.614 -1.334 -3.654  0.0211
S -1.366 0.294 -3.146  -0.3253
C 1.306 -1.837 1.270  0.0073
C 2.454 -2.465 1.743  0.0011
C 2.624 -2.751 3.087  -0.0006
C 1.632 -2.409 3.992  0.0006
C 0.463 -1.838 3.539  0.0055
C 0.273 -1.561 2.181  0.0036
S -1.272 -0.921 1.687  -0.0652
H 3.137 -1.904 -0.823  0.0006
H 2.925 -0.332 -0.019  -0.0006
H 2.311 -0.594 -1.663  0.0010
H 1.394 -3.501 -0.709  0.0035
H 0.809 -2.403 -1.982  -0.0058
H -0.911 -2.989 0.438  -0.0015
H -0.873 -4.084 -0.945  0.0001
H -3.299 -3.313 -0.839  0.0002
H -3.661 -1.697 -1.474  -0.0001
H -3.064 -1.875 0.181  0.0010
H -1.973 -4.523 -2.568  0.0000
H -2.305 -4.905 -4.936  -0.0001
H -2.246 -3.005 -6.532  0.0001
H -1.766 -0.730 -5.688  0.0027
H 3.249 -2.734 1.065  0.0001
H 3.531 -3.233 3.420  0.0000
H 1.768 -2.599 5.046  0.0000
H -0.333 -1.591 4.226  0.0003
C 1.353 1.696 1.524  0.0149
N 0.019 1.581 0.986  -0.0392
C -0.921 2.425 1.264  -0.0117
C -2.150 2.255 0.611  0.0137
C -3.372 2.944 0.614  -0.0010
C -4.169 2.305 -0.330  -0.0009
C -3.408 1.269 -0.867  0.0042
N -2.199 1.235 -0.307  -0.0293
C 1.569 2.911 2.385  -0.0012
C 1.674 2.777 3.761  -0.0001
C 1.837 3.895 4.561  0.0000
C 1.870 5.156 3.990  0.0000
C 1.749 5.297 2.617  -0.0001
C 1.601 4.180 1.815  0.0008
H 2.038 1.726 0.665  -0.0050
H 1.570 0.787 2.104  -0.0071
H -0.774 3.242 1.964  0.0031
H -3.626 3.796 1.217  0.0003
H -5.177 2.557 -0.597  0.0001
H -3.679 0.583 -1.651  -0.0039
H 1.621 1.792 4.203  -0.0001
H 1.926 3.784 5.632  0.0000
H 1.990 6.029 4.614  0.0000
H 1.761 6.282 2.172  0.0000
H 1.488 4.287 0.744  -0.0004
Cl 2.003 3.917 -3.289  -0.0026
C 2.451 2.344 -2.584  -0.0018
Cl 3.054 1.265 -3.907  0.0000
Cl 3.874 2.616 -1.461  0.0088
C 1.378 1.727 -1.918  0.0399
N 0.530 1.060 -1.456  -0.0210

Atoms 1-3, force components in eV/Å:
-1.83 -2.64 0.15
0.24 0.17 -0.20
-0.11 0.28 0.12

**Frontier orbital gap (spin up / spin down)**: 5.738 / 6.319 eV
**2S+1**: 2
**Relative energy (zero: lowest compared OMol25 entry of this formula, charge and spin)**: 1.4297 eV

No. 2
Here is C30H29ClN7O10SW as an isolated structure from the OMol25 dataset. Energies are from ωB97M-V/def2-TZVPD.

Each line ends with the Mulliken spin population.
Cartesian coordinates (Å):
W 0.618 1.806 -0.321  1.5173
C -4.403 2.503 1.186  -0.0005
C -3.601 3.404 0.317  0.0001
N -2.309 3.310 0.124  0.0070
C -1.981 4.318 -0.740  0.0061
C -3.094 5.046 -1.067  0.0106
N -4.120 4.444 -0.390  0.0000
C -3.396 6.218 -1.915  0.0006
O -2.368 6.790 -2.506  0.0003
O -4.541 6.605 -2.027  0.0000
C -0.603 4.554 -1.239  -0.0083
O -0.384 5.564 -1.917  0.0128
O 0.322 3.722 -0.920  0.0053
H -3.764 1.681 1.502  -0.0003
H -5.263 2.096 0.651  0.0000
H -4.768 3.025 2.072  0.0002
H -5.072 4.769 -0.451  -0.0001
H -1.517 6.302 -2.260  0.0000
O 0.066 2.561 1.529  0.0201
N 0.901 2.313 2.480  0.0077
N 1.497 1.208 2.313  0.0246
O 1.292 0.495 1.221  0.0147
C 2.480 0.774 3.267  -0.0069
C 2.753 1.544 4.388  0.0043
C 3.693 1.081 5.292  -0.0014
C 4.344 -0.127 5.080  0.0029
C 4.056 -0.876 3.949  -0.0010
C 3.120 -0.429 3.030  0.0026
H 2.250 2.487 4.535  -0.0009
H 3.923 1.676 6.167  0.0000
H 5.083 -0.476 5.789  0.0003
H 4.574 -1.808 3.766  -0.0001
H 2.908 -0.976 2.125  0.0028
Cl 1.926 0.080 -1.781  0.0774
S 2.108 3.069 -3.523  0.0040
C 3.115 2.423 -4.731  -0.0001
N 3.813 1.998 -5.543  0.0025
C 0.484 -5.868 2.587  -0.0001
C 0.513 -5.075 1.306  -0.0010
C 1.403 -5.441 0.300  0.0002
C 1.460 -4.742 -0.896  0.0020
C 0.613 -3.668 -1.102  0.0013
C -0.295 -3.303 -0.112  -0.0072
N -1.149 -2.186 -0.303  -0.0031
C -1.798 -1.946 -1.499  0.0226
C -2.278 -3.000 -2.287  -0.0143
C -2.993 -2.749 -3.442  0.0192
C -3.248 -1.445 -3.863  -0.0087
C -2.745 -0.397 -3.116  0.0332
C -2.030 -0.629 -1.943  0.0087
C -1.379 0.515 -1.271  0.0593
O -1.166 1.626 -1.854  0.0308
O -1.065 0.458 -0.016  0.0183
C -0.346 -3.988 1.105  -0.0004
C -1.332 -3.546 2.155  0.0011
H 1.228 -6.663 2.559  0.0000
H -0.493 -6.328 2.752  0.0000
H 0.697 -5.242 3.456  0.0000
H 2.068 -6.281 0.464  0.0000
H 2.174 -5.023 -1.659  0.0002
H 0.654 -3.093 -2.022  0.0040
H -0.870 -1.335 0.177  0.0154
H -2.095 -4.019 -1.969  -0.0013
H -3.361 -3.585 -4.025  0.0017
H -3.805 -1.258 -4.771  -0.0005
H -2.869 0.631 -3.433  0.0016
H -2.350 -3.820 1.866  -0.0001
H -1.323 -2.463 2.275  0.0000
H -1.121 -3.994 3.123  0.0000
N 1.950 -0.636 -3.139  0.0349
C 3.379 0.256 -1.007  0.0243
C 3.484 1.380 -0.082  0.0219
O 4.349 1.228 0.767  0.0100
O 2.553 2.373 -0.089  -0.0073
H 0.242 0.217 -1.683  0.0518
H 1.267 -0.703 -3.876  0.0021
H 2.181 1.970 -2.753  -0.0056
H 4.183 -0.454 -1.139  0.0083
H 1.572 -0.945 -0.996  -0.0275

Atoms 1-3, force components in eV/Å:
-2.88 -1.39 -0.10
0.00 -0.01 0.00
0.09 0.03 -0.04

**Frontier orbital gap (spin up / spin down)**: 5.973 / 6.809 eV
**2S+1**: 3
**Relative energy (zero: lowest compared OMol25 entry of this formula, charge and spin)**: 15.6181 eV
**Total charge**: -1

No. 3
Here is C30H29F2FeN2O2SbTe as an isolated structure from the OMol25 dataset. Energies are from ωB97M-V/def2-TZVPD.

Each line ends with the Mulliken spin population.
Cartesian coordinates (Å):
Fe -0.540 0.064 -0.456  3.9324
F 0.179 2.022 4.607  0.0008
C -0.236 1.007 3.813  -0.0157
C 0.071 1.048 2.455  -0.0975
C -0.469 0.088 1.601  0.1203
C -1.295 -0.919 2.198  -0.1293
C -1.653 -0.881 3.533  0.0084
F -2.567 -1.733 4.000  0.0011
C -1.133 0.095 4.396  0.0204
C -1.789 -2.036 1.330  -0.0264
C -2.122 -3.324 1.772  0.0052
C -2.548 -4.274 0.850  -0.0044
C -2.614 -3.911 -0.471  0.0066
C -2.281 -2.620 -0.867  0.0122
N -1.784 -1.742 0.029  -0.0100
H 0.778 1.775 2.091  0.0108
H -1.418 0.203 5.427  0.0015
H -2.081 -3.546 2.820  0.0013
H -2.806 -5.251 1.214  -0.0004
H -2.835 -4.637 -1.274  0.0010
H -2.324 -2.273 -1.907  0.0005
C -2.203 3.500 1.097  0.0080
Sb -2.561 1.837 -0.133  0.0710
C -4.179 0.977 0.865  -0.0008
C -3.658 2.592 -1.792  0.0143
H -3.049 4.220 1.167  0.0011
H -1.398 4.045 0.619  0.0002
H -1.860 3.185 2.051  -0.0013
H -4.981 1.731 1.131  0.0012
H -3.806 0.494 1.744  -0.0009
H -4.634 0.252 0.184  0.0001
H -4.249 1.776 -2.199  -0.0013
H -2.989 2.920 -2.574  0.0007
H -4.313 3.413 -1.484  0.0012
O 1.298 0.311 -3.421  0.0000
C 0.124 0.069 -3.549  0.0071
C -0.595 0.029 -4.944  0.0010
C -2.055 -0.175 -4.604  0.0033
C -2.054 -0.194 -3.090  -0.0186
O -3.047 -0.261 -2.420  0.0016
N -0.787 -0.175 -2.582  0.0072
H -0.135 -0.782 -5.519  0.0003
H -0.386 0.959 -5.471  0.0001
H -2.488 -1.095 -5.016  0.0000
H -2.647 0.683 -4.954  -0.0001
Te 2.274 1.233 -0.830  0.0426
C 3.214 -0.601 -1.370  -0.0185
C 2.678 -1.846 -1.056  -0.0149
C 3.366 -2.999 -1.449  0.0118
C 4.570 -2.837 -2.172  0.0003
C 5.079 -1.595 -2.466  0.0016
C 4.408 -0.444 -2.112  -0.0048
C 3.136 1.492 1.158  -0.0031
C 3.372 2.819 1.546  0.0013
C 3.871 3.128 2.798  -0.0009
C 4.302 2.105 3.632  0.0038
C 4.072 0.768 3.259  -0.0020
C 3.541 0.450 2.004  0.0000
H 1.755 -1.969 -0.549  0.0492
H 2.958 -3.935 -1.167  0.0006
H 5.062 -3.764 -2.525  -0.0001
H 6.043 -1.491 -2.984  0.0000
H 4.842 0.514 -2.314  -0.0019
H 3.071 3.661 0.908  -0.0005
H 4.011 4.170 3.104  0.0000
H 4.742 2.343 4.621  0.0003
H 4.340 -0.048 3.927  -0.0001
H 3.420 -0.619 1.773  0.0009

Atoms 1-3, force components in eV/Å:
0.01 -0.15 -0.61
0.31 -0.23 -0.02
-1.15 0.04 0.13

**Frontier orbital gap (spin up / spin down)**: 7.591 / 8.138 eV
**2S+1**: 5

One value per record, in order, for calculated total energy: -126688.585; -87660.140; -92308.235 eV.